ORCA calculation (wB97M-V/def2-TZVPD) on a cluster of 8 separate species, C18H24BrCl21O5 in total.

- HOMO: -0.370 hartree
- LUMO level: 0.22 eV
- Orbital gap: 10.3 eV
- SMILES: CC(C)[C@H](C)CO[C@]1(CC(=O)Br)COC(=O)O1.ClC(Cl)Cl.ClC(Cl)Cl.ClC(Cl)Cl.ClC(Cl)Cl.ClC(Cl)Cl.ClC(Cl)Cl.ClC(Cl)Cl
- Largest force on an atom: 0.094 hartree/bohr

Structure (ORCA input):
```
! RIJCOSX wB97M-V def2-TZVPD def2/J DEFGRID3
* xyz 0 1
H 2.34426 -1.32754 -0.46044
Br 2.90749 -0.35618 -6.27509
C -0.91615 0.85155 -1.65766
H 4.11167 1.07529 -3.79423
Cl -7.10618 -4.88751 0.19072
Cl -5.54494 2.99808 1.72381
C -9.40740 -8.53938 2.30573
Cl -9.06191 -8.23513 0.59674
Cl -3.55007 4.79421 2.84642
H -0.59384 2.19045 0.08960
H -6.01334 -6.76588 -0.70563
Cl 6.75143 9.95470 4.56715
C 1.42266 1.40430 -0.39317
C 5.30581 -0.29259 -1.20172
H -1.20836 -0.05927 -3.73131
C -4.17169 3.13793 2.83224
Cl -4.71563 -2.25518 -0.89062
H 5.78242 8.04594 5.53809
Cl 7.41105 7.16191 4.09234
O 6.34524 -0.79670 -1.62693
H -0.83839 3.52743 -2.32161
C 6.13094 8.29819 4.53872
O 2.39959 -1.76994 -3.96860
H 1.64552 2.09971 0.50854
H -1.95226 1.30907 -1.83706
Cl -9.91381 -7.04853 3.11234
C 2.77001 3.64046 3.44446
C 3.12812 0.61113 -3.40914
C -1.11006 -0.55759 -0.90230
Cl -5.71224 -7.00655 1.61263
H 1.22751 0.39151 0.07653
C 2.78090 -0.63399 -4.27644
H 0.02418 1.39377 -3.67675
Cl -2.89223 1.99852 2.38827
H -1.61036 -0.41462 0.10797
H 0.17777 4.16442 -0.88322
Cl -4.74269 0.54281 -0.09334
H 2.42237 3.38916 4.44441
O 2.47028 1.57771 -1.32634
H 2.33605 1.43033 -3.60938
C -5.79985 -6.07796 0.10999
Cl -7.99508 -9.23495 3.11342
C 3.20088 -0.97765 -1.11418
Cl 3.39009 5.29713 3.47000
Cl -4.25309 -5.28370 -0.22202
C -5.07157 -0.59983 -1.40404
H -6.12836 -0.53922 -1.65594
Cl 4.04987 2.50379 2.99751
Cl 5.66434 -4.74386 -0.30909
O 4.38665 -0.86741 -0.23093
O 4.60887 0.90503 -1.55425
C 3.20547 0.46120 -1.80055
Cl -4.13012 -0.17767 -2.84154
H 1.03587 3.40794 -2.33667
Cl 1.40240 3.50493 2.32905
C -0.36475 0.46876 -3.14517
C 5.53676 -3.97652 1.27968
H 3.52016 -1.89680 -1.73678
Cl 3.84161 -3.68741 1.69545
C 0.09894 3.34504 -1.67384
H -0.07966 -1.06135 -0.85768
H -4.51512 2.89266 3.83510
H 6.04728 -3.01633 1.23808
H 0.42158 -0.34059 -2.95620
C -0.03741 1.93629 -0.89427
H -10.22375 -9.25598 2.36683
Cl 6.31966 -4.97122 2.51603
Cl 4.76427 8.16488 3.42258
H -1.72967 -1.22118 -1.61628
*
```